C23H51Br2N3O4P3 | wB97M-V/def2-TZVPD

The energy is -7543.96538 hartree. The calculation puts the LUMO energy at -0.099 hartree. The frontier orbital gap is 8.094 eV. Its total charge is +1.

Each line ends with the Löwdin charge.
CARTESIAN COORDINATES (ANGSTROEM)
C 6.387 1.902 1.915  -0.191
C 5.076 1.132 2.184  -0.448
P 3.787 1.767 1.027  1.003
C 3.006 3.096 2.023  -0.242
N 2.473 0.585 0.812  -0.210
C 2.533 -0.752 1.413  -0.443
P 2.384 -0.884 3.320  0.891
O 2.477 0.697 3.739  -0.298
O 3.780 -1.559 3.797  -0.276
C 3.624 -1.671 0.748  -0.332
P 2.931 -3.438 0.775  0.775
N 3.660 -4.344 1.818  -0.262
N 3.933 -1.122 -0.631  -0.118
C 4.827 -1.949 -1.497  -0.665
Br 5.124 -0.973 -3.158  0.867
C 6.202 -2.295 -0.905  -0.747
C 6.287 -3.612 -0.128  -0.122
Br 6.946 -0.807 0.087  0.893
C 2.625 -0.800 -1.265  -0.079
C 2.018 0.437 -0.587  -0.547
O 0.620 0.218 -0.559  0.022
C 2.295 1.683 -1.439  -0.155
C 1.491 1.652 -2.772  -0.168
C 0.307 2.636 -2.817  -0.177
C -1.086 1.960 -2.769  -0.198
C -1.864 2.304 -1.494  -0.215
C -2.944 1.258 -1.148  -0.203
C -4.211 1.848 -0.516  -0.218
C -5.470 1.070 -0.895  -0.212
C -6.687 1.408 0.000  -0.192
C -7.147 0.256 0.923  -0.195
C -8.661 -0.032 0.862  -0.162
C -9.037 -1.234 -0.005  -0.239
O -9.826 -2.133 0.758  -0.195
C -10.569 -3.006 -0.064  -0.119
H 7.219 1.329 2.322  0.066
H 6.383 2.842 2.464  0.077
H 6.542 2.098 0.857  0.042
H 4.777 1.355 3.203  0.057
H 5.283 0.071 2.083  -0.007
H 3.389 3.134 3.037  0.035
H 3.237 4.037 1.524  0.038
H 1.927 2.970 2.007  0.042
H 1.581 -1.222 1.159  0.053
H 2.925 0.746 4.591  0.069
H 4.593 -1.218 3.403  0.037
H 4.526 -1.769 1.345  0.063
H 2.900 -3.914 -0.553  0.017
H 1.586 -3.240 1.125  0.031
H 4.068 -5.155 1.366  -0.020
H 4.432 -0.218 -0.525  0.097
H 4.335 -2.866 -1.801  0.089
H 6.856 -2.405 -1.762  0.060
H 6.268 -3.480 0.948  0.066
H 5.496 -4.294 -0.435  0.065
H 7.225 -4.095 -0.390  0.092
H 2.720 -0.566 -2.317  0.074
H 1.943 -1.644 -1.177  0.141
H 0.281 0.676 0.212  0.112
H 1.973 2.566 -0.890  0.105
H 3.352 1.760 -1.683  0.083
H 2.186 1.863 -3.583  0.110
H 1.101 0.648 -2.936  0.097
H 0.369 3.167 -3.766  0.106
H 0.378 3.373 -2.019  0.103
H -1.675 2.309 -3.616  0.112
H -0.977 0.880 -2.852  0.100
H -2.332 3.283 -1.604  0.110
H -1.164 2.388 -0.658  0.093
H -3.215 0.735 -2.066  0.109
H -2.500 0.552 -0.446  0.105
H -4.118 1.811 0.572  0.114
H -4.343 2.895 -0.790  0.110
H -5.295 -0.004 -0.839  0.102
H -5.724 1.319 -1.926  0.110
H -7.518 1.639 -0.667  0.100
H -6.484 2.298 0.593  0.105
H -6.902 0.512 1.952  0.103
H -6.614 -0.659 0.668  0.094
H -9.000 -0.276 1.868  0.112
H -9.206 0.848 0.529  0.107
H -9.628 -0.906 -0.867  0.118
H -8.148 -1.765 -0.361  0.118
H -9.962 -3.396 -0.886  0.084
H -10.921 -3.834 0.542  0.086
H -11.416 -2.473 -0.505  0.088